# C24H19N3O3

An isolated molecule of C24H19N3O3 at a distorted geometry (ωB97M-V with the def2-TZVPD basis set, OMol25).

Values from the calculation:
Frontier orbital gap: 9.035 eV
DFT total energy: -35808.3170 eV
Structure (SMILES): N#Cc1ccc(OCC(=O)N/N=C2/C[C@@H](c3ccccc3)Oc3ccccc32)cc1
E_HOMO: -8.8 eV
Net charge: 0

Last column: natural (NBO) charge in e.
Atoms and positions in Å:
N (-3.084209, -5.196956, 0.434199)  -0.31
C (-3.212363, -4.065956, 0.295624)  0.28
C (-3.371999, -2.673222, 0.123051)  -0.22
C (-3.713462, -1.865783, 1.211258)  -0.12
C (-3.869243, -0.510649, 1.035666)  -0.29
C (-3.690006, 0.065792, -0.225018)  0.40
O (-3.859528, 1.417912, -0.278914)  -0.51
C (-3.694968, 2.075362, -1.516352)  -0.17
C (-2.253390, 2.054910, -2.055421)  0.64
O (-2.001327, 2.189578, -3.225876)  -0.57
N (-1.346775, 1.898682, -1.055457)  -0.47
N (-0.027369, 1.747357, -1.303394)  -0.21
C (0.804189, 1.553247, -0.359337)  0.24
C (2.214499, 1.217257, -0.737285)  -0.46
C (2.484344, -0.195480, -0.195685)  0.07
C (3.902384, -0.608208, -0.502730)  0.05
C (4.941052, -0.227182, 0.335460)  -0.23
C (6.244860, -0.575901, 0.031884)  -0.20
C (6.521626, -1.298344, -1.116028)  -0.21
C (5.488960, -1.675947, -1.957585)  -0.20
C (4.183806, -1.334399, -1.651661)  -0.24
O (2.281377, -0.271873, 1.209511)  -0.50
C (1.355626, 0.523525, 1.788954)  0.42
C (1.185184, 0.377948, 3.164642)  -0.28
C (0.266977, 1.154313, 3.840642)  -0.17
C (-0.480018, 2.105360, 3.160819)  -0.24
C (-0.322071, 2.255267, 1.797527)  -0.18
C (0.572750, 1.454477, 1.084911)  -0.23
C (-3.342917, -0.736275, -1.309143)  -0.33
C (-3.188340, -2.097611, -1.132811)  -0.12
H (-3.852845, -2.310157, 2.185133)  0.23
H (-4.132859, 0.131758, 1.860953)  0.23
H (-3.976818, 3.115957, -1.328051)  0.23
H (-4.363760, 1.672995, -2.285588)  0.21
H (-1.694888, 1.781496, -0.103437)  0.39
H (2.335752, 1.234294, -1.818203)  0.25
H (2.914806, 1.918745, -0.277469)  0.22
H (1.783103, -0.895348, -0.678819)  0.19
H (4.722254, 0.331153, 1.233290)  0.22
H (7.046740, -0.280752, 0.692354)  0.21
H (7.539687, -1.568622, -1.353627)  0.21
H (5.699667, -2.241240, -2.853143)  0.22
H (3.378221, -1.632429, -2.307038)  0.21
H (1.791701, -0.350864, 3.678466)  0.23
H (0.143244, 1.029876, 4.905599)  0.22
H (-1.176110, 2.734330, 3.693836)  0.22
H (-0.855116, 3.045201, 1.287235)  0.22
H (-3.183466, -0.313609, -2.288463)  0.24
H (-2.920539, -2.721117, -1.972653)  0.23

Atomic forces in eV per Å
N 0.04 -0.37 0.05
C 0.06 -0.53 0.05
C -0.08 0.84 -0.19
C 0.05 -0.02 -0.17
C 0.00 0.22 -0.15
C -0.03 -0.30 0.15
O 0.00 -0.13 0.28
C 0.00 0.16 -0.43
C -0.21 -0.04 0.09
O -0.10 0.02 -0.12
N -0.07 0.05 1.19
N 0.40 0.03 -0.72
C -0.01 0.09 -0.24
C -0.21 -0.18 0.18
C 0.13 0.11 -0.70
C -0.13 -0.12 0.14
C -0.06 0.00 0.01
C 0.05 0.05 0.03
C 0.07 -0.04 -0.05
C 0.06 -0.02 -0.09
C -0.08 0.08 0.10
O 0.12 0.03 0.26
C -0.39 0.21 0.15
C 0.11 -0.05 -0.13
C 0.06 -0.02 -0.08
C -0.14 0.12 0.01
C 0.10 -0.03 0.10
C -0.06 -0.21 0.19
C -0.07 0.35 -0.04
C -0.04 -0.14 0.26
H -0.01 -0.02 0.06
H -0.03 0.07 0.10
H 0.04 -0.15 -0.08
H 0.16 0.02 0.07
H 0.05 -0.02 -0.38
H 0.01 -0.03 0.02
H 0.06 -0.01 0.00
H 0.13 0.13 0.09
H -0.02 0.04 0.10
H 0.07 0.02 0.05
H 0.08 -0.03 -0.02
H 0.02 -0.05 -0.07
H -0.10 -0.06 -0.07
H 0.06 -0.10 0.06
H 0.00 -0.02 0.09
H -0.05 0.06 0.05
H -0.06 0.02 -0.06
H 0.00 0.04 -0.11
H 0.02 -0.03 -0.04

=====

# C24H19N6O12Ru

A structure of composition C24H19N6O12Ru at a distorted geometry (ωB97M-V with the def2-TZVPD basis set, OMol25).

Values from the calculation:
Spin multiplicity: 2
Frontier orbital gap (spin up / spin down): 8.047 / 7.752 eV
DFT total energy: -61285.7934 eV
Expectation value of S²: 0.7545
E_HOMO (spin up / spin down): -8.9 / -9.0 eV
Net charge: 0

Last column: natural (NBO) charge in e.
Atoms and positions in Å:
Ru (-0.243576, 1.054311, -0.647943)  1.38
O (2.188515, -2.054211, 0.129074)  -0.64
C (1.766139, -1.035333, -0.385838)  0.79
O (0.795595, -0.357846, 0.184142)  -0.67
C (2.361877, -0.510435, -1.660036)  -0.25
C (3.689358, -0.804376, -1.903113)  -0.10
C (4.294275, -0.337388, -3.057817)  -0.03
C (3.599860, 0.401410, -3.990550)  -0.12
C (2.275714, 0.684224, -3.738798)  -0.07
C (1.602685, 0.234471, -2.596344)  0.47
O (0.321612, 0.431213, -2.401439)  -0.66
N (1.553664, 1.488843, -4.731451)  0.53
O (1.880577, 1.345716, -5.895859)  -0.38
O (0.732310, 2.281394, -4.327445)  -0.35
N (5.707305, -0.639760, -3.303716)  0.54
O (6.205819, -0.207415, -4.323168)  -0.38
O (6.290766, -1.307124, -2.473659)  -0.38
H (4.241064, -1.396654, -1.187947)  0.27
H (4.072375, 0.753742, -4.894774)  0.28
C (-3.235749, 1.958659, 1.518724)  -0.67
C (-2.072450, 2.845976, 1.272882)  0.44
N (-0.974523, 2.517974, 0.603678)  -0.53
C (-0.116428, 3.596312, 0.644517)  0.02
C (-0.708739, 4.600034, 1.339703)  0.01
N (-1.932273, 4.101619, 1.726471)  -0.47
C (-0.313093, 5.979962, 1.721399)  0.77
O (0.861821, 6.391993, 1.307598)  -0.65
O (-1.081187, 6.648187, 2.371395)  -0.59
C (1.190471, 3.469723, -0.066926)  0.79
O (1.989833, 4.399230, -0.039000)  -0.64
O (1.333807, 2.350916, -0.678600)  -0.67
H (-3.463876, 1.393069, 0.617236)  0.27
H (-4.106425, 2.534130, 1.827319)  0.23
H (-2.991282, 1.237955, 2.301895)  0.25
H (-2.591117, 4.643567, 2.267158)  0.45
H (1.349490, 5.699878, 0.768139)  0.52
C (-0.324357, -4.092974, 1.454396)  -0.43
N (-1.090795, -3.429148, 0.405036)  -0.17
N (-1.503801, -2.132006, 0.630201)  -0.25
C (-1.547679, -1.458427, -0.540564)  0.62
O (-1.881625, -0.221928, -0.587439)  -0.72
C (-1.147692, -2.360544, -1.551581)  -0.39
C (-0.814548, -3.529679, -0.921553)  0.28
C (-0.178358, -4.752470, -1.478752)  -0.66
C (-1.924986, -1.657238, 1.910533)  0.18
C (-3.234778, -1.872783, 2.312534)  -0.22
C (-3.648951, -1.403723, 3.550238)  -0.21
C (-2.754688, -0.725449, 4.368977)  -0.20
C (-1.446060, -0.515202, 3.954229)  -0.20
C (-1.020917, -0.982848, 2.718395)  -0.23
H (-0.872890, -4.025293, 2.390543)  0.22
H (0.660711, -3.631704, 1.549151)  0.24
H (-0.229150, -5.141181, 1.186047)  0.22
H (-1.065868, -2.129879, -2.598700)  0.26
H (-0.168952, -4.696084, -2.564211)  0.24
H (-0.710912, -5.655151, -1.179789)  0.23
H (0.854456, -4.824950, -1.131976)  0.25
H (-3.915731, -2.399355, 1.656097)  0.23
H (-4.667635, -1.567870, 3.875306)  0.23
H (-3.079019, -0.362634, 5.335637)  0.22
H (-0.750368, 0.008811, 4.596341)  0.23
H (-0.009621, -0.834259, 2.364001)  0.26

Atomic forces in eV per Å
Ru -0.41 -0.04 -1.05
O -0.02 -0.05 0.01
C -0.05 0.07 0.04
O 0.23 -0.03 0.20
C 0.04 0.04 -0.14
C -0.09 0.01 0.01
C 0.03 -0.04 0.05
C -0.05 0.00 -0.03
C -0.28 -0.02 -0.18
C 0.44 -0.29 0.61
O -0.22 0.03 0.06
N 0.32 0.21 -0.04
O -0.13 -0.04 0.02
O -0.11 -0.03 -0.06
N -0.02 0.00 0.01
O 0.02 0.00 -0.02
O 0.03 -0.02 0.01
H 0.03 0.00 -0.02
H 0.01 0.00 0.01
C 0.01 0.00 0.00
C 0.02 -0.04 -0.02
N 0.13 0.04 0.34
C 0.01 -0.09 -0.04
C 0.10 -0.03 0.04
N 0.00 0.03 0.01
C -0.08 0.04 -0.09
O 0.02 0.03 -0.01
O 0.02 -0.03 0.03
C -0.17 0.06 -0.04
O 0.03 0.05 0.02
O 0.04 0.05 0.19
H 0.00 0.00 0.00
H 0.00 0.00 -0.01
H -0.01 0.01 0.01
H -0.01 0.00 0.00
H 0.01 -0.08 0.05
C -0.06 0.00 -0.02
N 0.08 0.04 0.02
N -0.04 0.00 -0.05
C 0.01 0.07 0.00
O 0.00 0.03 0.07
C 0.03 0.04 0.03
C -0.03 -0.04 0.01
C 0.01 0.01 -0.01
C 0.04 -0.03 0.01
C -0.01 0.01 0.00
C 0.00 0.00 0.01
C 0.00 -0.01 0.00
C 0.02 0.00 0.01
C -0.01 -0.02 -0.03
H 0.01 0.00 0.01
H 0.01 -0.01 0.01
H 0.02 0.01 -0.01
H 0.00 0.00 0.00
H 0.00 0.00 0.00
H 0.00 0.00 0.00
H 0.00 0.00 0.00
H 0.00 0.00 0.00
H 0.00 0.00 0.00
H 0.00 0.00 0.00
H 0.00 0.00 0.00
H 0.02 0.02 -0.01

=====

# C24H20Cl3N2NiO3S2

A structure of composition C24H20Cl3N2NiO3S2 (ωB97M-V with the def2-TZVPD basis set, OMol25).

Values from the calculation:
Frontier orbital gap: 5.926 eV
DFT total energy: -134619.6355 eV
E_HOMO: -3.8 eV
Net charge: -1

Last column: natural (NBO) charge in e.
Atoms and positions in Å:
Ni (-0.235466, -0.102426, 0.005448)  0.79
O (-3.232010, -0.846657, 2.696604)  -0.74
C (-2.292273, -1.135787, 1.942503)  0.79
O (-1.814365, -0.293663, 1.103896)  -0.83
C (-1.733434, -2.537087, 2.010816)  -0.24
C (-2.525771, -3.466138, 2.694187)  -0.10
C (-2.150883, -4.785047, 2.847088)  -0.30
C (-0.932315, -5.197302, 2.311103)  -0.21
C (-0.136610, -4.296794, 1.638697)  -0.25
C (-0.507834, -2.948432, 1.462144)  -0.11
S (0.660846, -1.970138, 0.598955)  -0.26
H (-3.455238, -3.100365, 3.109009)  0.22
H (-2.789857, -5.481945, 3.375655)  0.19
H (-0.605560, -6.226007, 2.417417)  0.19
H (0.809962, -4.615997, 1.218924)  0.21
Cl (-10.002735, 6.040940, 0.860025)  -0.01
C (-8.383132, 5.418682, 0.724700)  -0.02
C (-7.314139, 6.296439, 0.681213)  -0.26
C (-6.031325, 5.785059, 0.576342)  -0.11
C (-5.796757, 4.416397, 0.509176)  -0.09
C (-4.390141, 3.882267, 0.384607)  0.06
C (-4.074069, 3.481516, -1.057810)  -0.22
N (-2.743985, 2.911300, -1.133576)  -0.35
C (-1.592569, 3.568494, -1.498121)  -0.10
C (-0.568514, 2.723600, -1.201867)  -0.08
N (-1.069332, 1.573722, -0.641459)  -0.49
C (-2.376902, 1.719679, -0.613255)  0.20
O (-3.462988, 4.859987, 0.807646)  -0.55
C (-2.472757, 4.395483, 1.742481)  -0.08
C (-3.076866, 3.660723, 2.897941)  -0.17
C (-3.839833, 4.236715, 3.868668)  -0.25
Cl (-4.179181, 5.917778, 4.035432)  0.02
S (-4.496302, 3.091431, 4.960843)  0.44
C (-3.757770, 1.798434, 4.108742)  -0.41
C (-3.033277, 2.241228, 3.050178)  -0.20
C (-6.897376, 3.566978, 0.564226)  0.00
Cl (-6.672481, 1.843440, 0.530140)  0.02
C (-8.191757, 4.050671, 0.672087)  -0.26
H (-7.485677, 7.362041, 0.738517)  0.23
H (-5.178621, 6.449762, 0.570495)  0.23
H (-4.311317, 2.985700, 1.003818)  0.23
H (-4.105695, 4.363504, -1.697923)  0.21
H (-4.804480, 2.758439, -1.421261)  0.22
H (-1.613391, 4.560477, -1.913137)  0.22
H (0.485434, 2.866055, -1.351849)  0.23
H (-3.059823, 0.999255, -0.192404)  0.26
H (-1.962101, 5.301089, 2.068229)  0.20
H (-1.748913, 3.750683, 1.236423)  0.20
H (-3.900073, 0.768046, 4.392777)  0.28
H (-2.514567, 1.558333, 2.384900)  0.27
H (-9.028178, 3.369124, 0.722571)  0.24
C (1.353059, 0.172697, -1.052474)  -0.96
H (1.620069, 1.230834, -1.144609)  0.15
H (1.205516, -0.221378, -2.064469)  0.18
H (2.220252, -0.339236, -0.626611)  0.19

Atomic forces in eV per Å
Ni 0.06 -0.05 0.06
O -0.04 0.01 -0.01
C 0.03 0.00 0.02
O 0.02 -0.01 0.00
C -0.01 0.00 -0.01
C 0.00 0.00 0.00
C 0.00 0.00 0.00
C -0.01 0.00 0.00
C 0.00 0.01 0.00
C -0.02 0.00 0.00
S -0.03 0.05 -0.01
H 0.00 0.00 0.00
H 0.00 0.00 0.00
H 0.00 0.00 0.00
H 0.00 0.00 0.00
Cl 0.00 0.00 0.00
C 0.00 0.00 0.00
C 0.00 0.00 0.00
C 0.00 0.00 0.00
C 0.00 0.00 0.00
C 0.02 -0.01 0.00
C 0.00 0.01 -0.01
N 0.00 0.00 0.02
C -0.01 0.00 0.00
C 0.03 -0.01 0.01
N -0.09 -0.02 -0.07
C 0.00 0.04 0.00
O -0.01 -0.01 0.01
C 0.00 0.00 0.00
C 0.00 -0.01 -0.01
C 0.01 0.00 0.01
Cl 0.00 0.00 0.00
S -0.02 0.00 -0.01
C 0.03 -0.01 -0.01
C -0.02 -0.01 0.00
C 0.00 0.00 0.00
Cl 0.00 0.00 0.00
C 0.00 0.00 0.00
H 0.00 0.00 0.00
H 0.00 0.00 0.00
H -0.01 0.00 0.00
H 0.00 0.00 0.00
H 0.00 0.00 0.00
H 0.00 0.00 0.00
H 0.00 -0.01 -0.01
H 0.01 -0.01 0.00
H 0.00 0.00 0.00
H 0.00 0.00 0.00
H 0.01 0.00 0.00
H 0.00 0.01 0.00
H 0.00 0.00 0.00
C 0.03 0.00 0.06
H 0.02 0.01 0.03
H -0.06 0.00 -0.01
H 0.02 0.02 -0.06

=====

# C24H20Cl6N4O3ReSe

A structure of composition C24H20Cl6N4O3ReSe at a distorted geometry (ωB97M-V with the def2-TZVPD basis set, OMol25).

Values from the calculation:
Spin multiplicity: 2
Frontier orbital gap (spin up / spin down): 4.879 / 5.901 eV
DFT total energy: -179913.5178 eV
Expectation value of S²: 0.8520
E_HOMO (spin up / spin down): -13.5 / -13.7 eV
Net charge: +2

Last column: natural (NBO) charge in e.
Atoms and positions in Å:
Re (-0.791933, -0.873199, -0.017797)  1.21
Cl (-2.174553, -1.727899, 7.176024)  0.10
C (-1.863776, -1.852559, 5.498300)  -0.06
C (-1.471338, -3.091839, 4.939712)  -0.12
C (-1.169557, -3.192804, 3.613421)  -0.25
C (-1.245691, -2.072824, 2.750335)  0.41
O (-0.912658, -2.213509, 1.514453)  -0.63
C (-1.694197, -0.827540, 3.308147)  -0.13
C (-1.886962, 0.339592, 2.550361)  0.18
N (-1.588548, 0.541429, 1.279090)  -0.51
C (-1.869844, 1.800262, 0.673407)  0.07
C (-2.281254, 2.943319, 1.319636)  -0.17
C (-2.639620, 4.091544, 0.594032)  -0.18
C (-2.608263, 4.094447, -0.772332)  -0.14
C (-2.147946, 2.955679, -1.468713)  -0.10
C (-2.114642, 2.871894, -2.877722)  -0.08
C (-1.653472, 1.727542, -3.468584)  -0.20
C (-1.184041, 0.682938, -2.666379)  0.09
N (-1.194344, 0.725187, -1.342392)  -0.51
C (-1.722955, 1.831380, -0.732885)  0.20
C (-1.987490, -0.757409, 4.691304)  -0.18
H (-1.415903, -3.964234, 5.577108)  0.26
H (-0.856366, -4.132617, 3.179096)  0.25
H (-2.338234, 1.154959, 3.105858)  0.21
H (-2.351111, 2.986369, 2.397580)  0.23
H (-2.974216, 4.968445, 1.130236)  0.25
H (-2.933886, 4.957299, -1.338090)  0.25
H (-2.475080, 3.706415, -3.465500)  0.25
H (-1.639743, 1.614234, -4.542703)  0.25
H (-0.780542, -0.205279, -3.129528)  0.23
H (-2.308354, 0.183954, 5.118736)  0.24
Cl (-3.197334, -3.661214, -3.179702)  0.16
C (-2.088261, -3.219579, -1.924215)  -0.22
Cl (-2.829231, -1.883074, -0.930352)  0.14
Cl (-1.704426, -4.564567, -0.850150)  0.10
C (-0.713753, -2.673299, -2.469272)  0.74
O (-0.396824, -2.928928, -3.594746)  -0.52
O (-0.051469, -1.988826, -1.593127)  -0.71
C (1.844927, 2.278081, 0.202895)  -0.41
N (2.948163, 1.358280, -0.001561)  -0.31
C (4.201408, 1.676478, -0.447501)  -0.03
C (4.904579, 0.518691, -0.525514)  -0.04
N (4.072395, -0.491682, -0.126455)  -0.30
C (4.429357, -1.901000, -0.051293)  -0.42
C (2.876058, 0.027498, 0.180822)  0.24
Se (1.469326, -0.921781, 1.008306)  0.22
H (2.109139, 3.250585, -0.202790)  0.24
H (1.618804, 2.375272, 1.264384)  0.23
H (0.965075, 1.898967, -0.313065)  0.22
H (4.503453, 2.685445, -0.666668)  0.26
H (5.921876, 0.346936, -0.830356)  0.26
H (5.241037, -2.102101, -0.744217)  0.24
H (3.569960, -2.510582, -0.313522)  0.24
H (4.756128, -2.161186, 0.955388)  0.23
Cl (3.126430, -2.304985, -3.278847)  -0.01
C (2.332425, -0.931295, -4.045021)  -0.38
Cl (1.975170, 0.342420, -2.857013)  -0.07
H (1.397760, -1.276992, -4.472823)  0.24
H (2.994319, -0.502757, -4.787785)  0.24

Atomic forces in eV per Å
Re 1.62 -0.17 1.32
Cl -0.03 -0.09 0.08
C -0.06 0.54 -0.30
C 0.05 -0.14 -0.23
C 0.09 -0.21 -0.04
C 0.09 0.07 0.30
O -0.22 0.26 -0.27
C 0.07 0.23 -0.63
C -0.04 -0.44 0.64
N 0.16 -1.10 -1.13
C 0.01 0.44 -0.11
C 0.06 -0.28 0.12
C -0.05 0.12 -0.15
C -0.02 0.01 0.05
C 0.11 -0.16 0.09
C 0.04 -0.11 -0.02
C -0.08 0.25 -0.02
C 0.02 -0.08 0.01
N -0.14 0.12 -0.28
C -0.10 0.22 0.02
C -0.13 -0.17 0.56
H 0.04 0.01 0.02
H -0.01 -0.01 0.03
H 0.08 0.10 -0.10
H -0.02 -0.01 0.00
H 0.01 -0.01 0.02
H 0.01 0.02 0.03
H 0.03 -0.01 -0.04
H 0.05 -0.01 0.00
H 0.01 -0.03 0.06
H -0.01 0.00 -0.01
Cl 0.11 0.13 0.24
C 0.50 -0.79 -0.24
Cl -0.72 0.34 -0.15
Cl -0.15 0.11 -0.13
C -0.71 -0.33 -0.51
O 0.14 0.18 0.26
O -0.39 0.79 1.01
C -0.21 0.15 0.06
N 0.03 -0.41 0.02
C 0.26 0.00 -0.07
C 0.09 0.24 -0.06
N -0.34 0.10 -0.03
C 0.15 -0.39 0.20
C -0.02 0.43 0.10
Se -0.52 -0.07 -0.40
H 0.07 -0.03 0.00
H 0.06 -0.01 -0.01
H 0.02 0.02 -0.04
H -0.06 0.01 -0.02
H -0.02 -0.06 0.00
H -0.05 0.08 -0.07
H -0.01 0.04 -0.08
H -0.02 0.11 0.01
Cl 0.02 0.02 -0.04
C 0.05 -0.20 -0.04
Cl 0.05 0.21 -0.06
H 0.01 0.00 0.03
H 0.00 -0.04 0.00

=====

DFT total energy of number 4 (C24H20Cl6N4O3ReSe)?
-179913.5178 eV

=====

Which formula does entry 4 have?
C24H20Cl6N4O3ReSe

=====

The highest net charge belongs to which entry?
C24H20Cl6N4O3ReSe

=====

What is the net charge in the fourth record?
+2